2 unconnected molecules or ions with the total composition C2H2O2 at a distorted geometry. Source: the Open Molecules 2025 dataset; level of theory: wB97M-V/def2-TZVPD.

Geometry as XYZ:
```
6
Properties=species:S:1:pos:R:3
C 0.70 0.29 0.17
C -0.53 -0.23 -0.20
O 0.31 -1.04 0.68
O -0.40 0.99 0.63
H 1.62 0.65 -0.31
H -1.69 -0.65 -0.98
```

Properties
energy relative to the best compared isomer or geometry (same formula, charge and spin)	111.6	kcal per mole
F_max	0.106	Eh/bohr
gap between HOMO and LUMO	9.96	eV